Here is one molecule with the formula C6H8Cl3NO4 from OMol25. Energies are from ωB97M-V/def2-TZVPD.

```
! wB97M-V def2-TZVPD RIJCOSX def2/J DEFGRID3
* xyz 0 1
C 1.060 1.474 0.613
C 1.716 1.883 1.910
C 0.880 -1.408 -1.623
C -0.411 -1.286 -0.843
C -0.715 0.219 -0.361
C -2.188 0.556 -0.235
N -0.331 -2.096 0.399
O -1.268 -2.900 0.581
O 1.350 1.895 -0.489
O 0.593 -1.968 1.237
O 0.021 0.582 0.752
Cl -3.205 -0.101 -1.571
Cl -2.791 -0.148 1.256
Cl -2.458 2.259 -0.093
H 2.424 2.787 1.791
H 2.393 1.041 2.279
H 0.942 2.191 2.562
H 1.727 -0.995 -1.121
H 0.829 -0.931 -2.563
H 1.094 -2.452 -1.783
H -1.263 -1.309 -1.489
H -0.399 0.710 -1.210
*
```

Strongest force on any atom (eV/Å): 3.61
LUMO level (eV): -0.059
Orbital gap (eV): 10.85
E_tot (Ha): -1969.6004
SMILES: CC(=O)O[C@@H]([C@@H](C)[N+](=O)[O-])C(Cl)(Cl)Cl

---

Here is one molecule with the formula C6H8ClF from OMol25. Energies are from ωB97M-V/def2-TZVPD.

```
! wB97M-V def2-TZVPD RIJCOSX def2/J DEFGRID3
* xyz 0 1
C -0.492 0.182 1.684
C -0.319 -0.333 0.154
C 0.483 -1.606 0.008
C 1.724 -1.236 -0.287
C 2.076 0.213 -0.099
C 0.712 0.641 -0.527
H -0.971 -0.701 1.978
H -0.938 1.261 1.846
H 0.672 0.245 2.073
H -0.020 -2.436 0.001
H 2.510 -1.937 -0.254
H 2.469 0.301 1.075
H 2.839 0.497 -0.946
H 0.554 0.447 -1.601
F 0.371 2.093 -0.222
Cl -2.092 -0.217 -0.457
*
```

Strongest force on any atom (eV/Å): 6.13
LUMO level (eV): 0.636
Orbital gap (eV): 10.61
E_tot (Ha): -793.3687
SMILES: C[C@]1(Cl)C=CC[C@@H]1F

---

Here is an isolated ion of composition C6H8ClN2 and charge +1 from OMol25. Energies are from ωB97M-V/def2-TZVPD.

```
! wB97M-V def2-TZVPD RIJCOSX def2/J DEFGRID3
* xyz 1 1
C -0.955 1.450 0.486
C -3.042 0.215 0.106
C -0.447 -1.645 0.932
C 0.345 -1.210 -0.060
C 0.914 0.086 -0.287
C 2.322 0.172 -0.920
N -1.968 0.766 -0.012
N 0.384 1.208 0.164
Cl -4.361 -0.207 -0.592
H -1.173 2.293 1.169
H -0.950 -1.177 1.798
H -0.554 -2.669 1.024
H 0.759 -1.906 -0.860
H 3.111 0.172 -0.167
H 2.378 1.018 -1.524
H 2.343 -0.727 -1.483
H 0.896 2.161 0.225
*
```

Strongest force on any atom (eV/Å): 4.26
LUMO level (spin up / spin down) (eV): -4.975 / -4.976
Orbital gap (spin up / spin down) (eV): 6.71 / 6.70
E_tot (Ha): -802.7274

---

Here is C6H8ClN2O3 as an isolated structure from OMol25. Energies are from ωB97M-V/def2-TZVPD.

```
! wB97M-V def2-TZVPD RIJCOSX def2/J DEFGRID3
* xyz -1 1
C -1.622 2.779 0.587
C -0.844 5.229 0.264
C 1.254 -0.664 -0.440
C 0.203 -1.706 0.067
C 0.447 0.695 -0.256
C -0.764 -0.886 0.822
N -0.698 0.344 0.540
N -2.206 1.742 0.894
O -1.948 5.363 0.681
O -0.566 3.356 0.326
O 0.200 5.613 -0.094
Cl -0.806 -3.462 -2.248
H -2.561 3.425 0.728
H 2.044 -0.818 0.196
H 1.412 -1.007 -1.407
H -0.124 -2.172 -0.916
H 0.762 -2.448 0.522
H 0.935 1.556 0.232
H -0.033 1.219 -1.052
H -1.629 -1.167 1.483
*
```

Strongest force on any atom (eV/Å): 4.10
LUMO level (eV): 2.221
Orbital gap (eV): 6.70
E_tot (Ha): -1028.8106

---

Here is one molecule with the formula C6H8ClN2P from OMol25. Energies are from ωB97M-V/def2-TZVPD.

```
! wB97M-V def2-TZVPD RIJCOSX def2/J DEFGRID3
* xyz 0 1
C -0.005 -2.484 0.203
C -0.516 -1.764 1.302
C 0.513 -1.791 -0.901
C -0.583 -0.351 1.233
C 0.532 -0.425 -0.968
C -0.161 0.313 0.038
N 0.955 0.284 -2.140
N -0.231 1.695 -0.043
P -0.002 2.543 1.369
Cl -1.983 3.137 1.752
H 0.098 -3.610 0.320
H -1.070 -2.459 2.025
H 1.011 -2.350 -1.696
H -1.134 0.138 2.010
H 1.728 -0.114 -2.744
H 1.227 1.240 -1.779
H -0.715 2.090 -0.764
H 0.335 3.909 0.784
*
```

Strongest force on any atom (eV/Å): 3.06
LUMO level (eV): 0.772
Orbital gap (eV): 9.02
E_tot (Ha): -1144.4973
SMILES: Nc1ccccc1NPCl

---

Here is one molecule with the formula C6H8ClNO2S from OMol25. Energies are from ωB97M-V/def2-TZVPD.

```
! wB97M-V def2-TZVPD RIJCOSX def2/J DEFGRID3
* xyz 0 1
O 1.428 2.129 0.629
O 0.301 -2.356 0.289
Cl -0.862 -1.340 3.458
C 1.044 0.960 0.862
C 0.015 -0.553 2.212
C 0.659 0.578 2.167
N 0.966 0.013 -0.123
S -0.357 -1.058 0.533
C 0.836 1.409 3.389
C 0.054 1.269 -2.118
C 1.025 0.193 -1.535
H -0.092 1.831 3.762
H 1.550 2.260 3.182
H 1.292 0.700 4.172
H -0.889 1.015 -1.660
H 0.409 2.354 -2.039
H -0.008 1.068 -3.201
H 2.008 0.348 -1.925
H 0.676 -0.767 -1.999
*
```

Strongest force on any atom (eV/Å): 6.38
LUMO level (eV): -0.235
Orbital gap (eV): 9.68
E_tot (Ha): -1296.9759

---

Here is one molecule with the formula C6H8ClNO7P2 from OMol25. Energies are from ωB97M-V/def2-TZVPD.

```
! wB97M-V def2-TZVPD RIJCOSX def2/J DEFGRID3
* xyz 0 1
O -0.635 -1.469 3.022
O -2.793 0.219 1.362
Cl 3.800 1.889 -3.464
N 1.251 1.033 -3.388
O 0.464 0.155 4.263
O -2.063 0.401 3.818
O -1.614 1.416 -0.272
O -0.831 -1.084 0.285
O -0.398 0.926 1.936
C 0.254 0.377 -2.809
C 2.479 0.909 -2.857
C 2.730 0.031 -1.784
C 1.713 -0.757 -1.263
C 0.426 -0.489 -1.722
C -0.754 -1.222 -1.119
P -0.684 -0.010 3.191
P -1.385 0.329 0.867
H 0.347 -0.658 4.745
H -2.700 0.202 3.097
H -2.208 2.004 0.177
H -0.733 0.474 -3.210
H 3.743 -0.069 -1.420
H 1.958 -1.506 -0.526
H -1.696 -0.845 -1.545
H -0.670 -2.256 -1.385
*
```

Strongest force on any atom (eV/Å): 5.72
LUMO level (eV): 0.177
Orbital gap (eV): 9.99
E_tot (Ha): -1957.9749

---

Here is a 3-piece molecular cluster, C6H8ClO6 overall from OMol25. Energies are from ωB97M-V/def2-TZVPD.

```
! wB97M-V def2-TZVPD RIJCOSX def2/J DEFGRID3
* xyz -1 1
Cl -6.524 28.297 -9.563
C -7.423 24.189 -9.463
C -7.069 25.152 -10.593
O -7.009 24.298 -11.750
C -6.986 23.011 -11.363
O -6.892 22.079 -12.100
O -7.088 22.904 -10.019
H -8.481 24.184 -9.203
H -6.807 24.364 -8.587
H -6.109 25.637 -10.430
H -7.784 25.957 -10.729
C -5.250 31.034 -11.130
C -6.641 31.421 -11.633
O -6.393 31.926 -12.966
C -5.070 31.970 -13.209
O -4.588 32.412 -14.207
O -4.365 31.482 -12.175
H -5.143 29.959 -11.024
H -5.025 31.533 -10.191
H -7.102 32.237 -11.080
H -7.309 30.566 -11.693
*
```

Strongest force on any atom (eV/Å): 0.48
LUMO level (eV): 3.155
Orbital gap (eV): 8.20
E_tot (Ha): -1145.1961

---

Here is one molecule with the formula C6H8FNO from OMol25. Energies are from ωB97M-V/def2-TZVPD.

```
! wB97M-V def2-TZVPD RIJCOSX def2/J DEFGRID3
* xyz 0 1
C -1.193 1.799 -0.792
C -0.029 1.154 -0.325
C 0.031 -0.196 -0.188
C 1.045 2.208 0.044
C -1.481 -2.180 -0.094
C 1.187 -0.921 0.409
N -2.265 2.097 -1.055
O -1.103 -0.884 -0.491
F 2.488 -0.457 0.040
H 0.615 2.813 0.854
H 1.215 2.942 -0.720
H 2.003 1.733 0.272
H -1.989 -2.162 0.937
H -0.687 -2.852 -0.023
H -2.238 -2.348 -0.779
H 1.319 -0.742 1.506
H 1.082 -2.003 0.405
*
```

Strongest force on any atom (eV/Å): 3.66
LUMO level (eV): 0.500
Orbital gap (eV): 9.48
E_tot (Ha): -463.1984
SMILES: CO/C(CF)=C(/C)C#N

---

Here is C6H8GaN2O2 as an isolated structure from OMol25. Energies are from ωB97M-V/def2-TZVPD.

```
! wB97M-V def2-TZVPD RIJCOSX def2/J DEFGRID3
* xyz 1 1
Ga -1.015 0.753 0.049
C 1.905 0.994 0.944
C 0.723 1.598 1.328
C -0.048 0.552 2.132
C 0.747 -0.582 2.154
C 1.925 -0.313 1.449
H 2.705 1.461 0.397
H 0.538 2.661 1.393
H -0.830 0.797 2.837
H 0.526 -1.499 2.671
H 2.754 -0.990 1.361
N -0.189 -0.948 -1.488
N -1.248 -0.914 -2.424
C -2.336 -0.083 -2.281
O -3.230 -0.054 -3.063
O -2.304 0.690 -1.189
H 0.700 -0.714 -1.943
H -0.093 -1.889 -1.089
H -1.228 -1.519 -3.236
*
```

Strongest force on any atom (eV/Å): 1.86
LUMO level (eV): -5.391
Orbital gap (eV): 8.54
E_tot (Ha): -2417.9235

---

Here is C6H8HoO6 as an isolated structure from OMol25. Energies are from ωB97M-V/def2-TZVPD.

```
! wB97M-V def2-TZVPD RIJCOSX def2/J DEFGRID3
* xyz 2 6
O 2.689 -0.047 -0.290
C 3.678 -0.526 0.599
O 4.317 -1.510 0.324
O 3.681 0.256 1.605
C 1.982 -0.922 -1.177
H 2.637 -1.090 -2.047
H 1.795 -1.892 -0.696
C 0.708 -0.248 -1.556
H 0.783 0.566 -2.282
H -0.183 -0.876 -1.610
O -1.494 0.500 1.542
C -1.119 1.180 0.476
C -2.801 -0.071 1.329
O 0.108 1.218 0.124
O -2.036 1.208 -0.467
C -3.231 0.547 -0.007
H -3.442 0.215 2.168
H -2.695 -1.160 1.289
H -4.022 1.296 0.098
H -3.508 -0.199 -0.758
Ho 2.154 1.556 1.337
*
```

Strongest force on any atom (eV/Å): 6.12
LUMO level (spin up / spin down) (eV): -10.063 / -10.367
Orbital gap (spin up / spin down) (eV): 5.35 / 7.80
E_tot (Ha): -1632.2430

---

Here is C6H8LiO3S as an isolated structure from OMol25. Energies are from ωB97M-V/def2-TZVPD.

```
! wB97M-V def2-TZVPD RIJCOSX def2/J DEFGRID3
* xyz 1 1
C 3.010 -0.507 1.329
C 2.050 -0.148 0.485
C 1.104 0.378 -0.737
C 0.160 1.612 -0.301
C -1.189 1.209 0.496
S -1.601 -0.597 0.513
O -1.735 -1.025 1.986
O -2.965 -0.817 -0.164
O -0.450 -1.599 -0.184
C 0.298 -0.932 -1.252
H 3.981 -0.996 1.737
H 1.779 0.734 -1.618
H 0.772 2.371 0.342
H -0.179 2.200 -1.251
H -1.062 1.614 1.585
H -2.116 1.759 0.048
H 1.114 -1.688 -1.602
H -0.354 -0.683 -2.190
Li -2.590 -2.892 0.788
*
```

Strongest force on any atom (eV/Å): 7.34
LUMO level (eV): -3.936
Orbital gap (eV): 9.11
E_tot (Ha): -864.4629

---

Question: E_tot of number 6 (C6H8ClNO2S)?
Answer: -1296.9759 Ha